Molecular formula: C23H45O14PS3
Method: DFT, ωB97M-V with the def2-TZVPD basis set

The total charge is 0. As for the relative energy (zero: lowest compared OMol25 entry of this formula, charge and spin): 95.96 kJ/mol. The energy is -95040.1697 eV. The value obtained for the HOMO energy is -9.092 eV. The value obtained for the LUMO energy is 0.01066 hartree. Its SMILES is CCCO[C@@]1(O)OC(=O)[C@@H](P(=O)(O)O)[C@@H]1CCOCC.O=S1(=O)CCCC1.O=S1(=O)CCCC1.O=S1(=O)CCCC1.

Atoms and positions in Å:
C (3.260, 2.063, 2.965)
C (3.299, 2.381, 1.414)
C (4.071, 1.263, 0.607)
O (3.374, 0.773, -0.553)
C (2.678, -0.401, -0.320)
O (2.408, -0.887, -1.638)
O (3.434, -1.525, 0.229)
C (2.621, -2.530, 0.740)
O (2.966, -3.588, 1.073)
C (1.166, -1.938, 0.702)
P (-0.066, -2.569, 1.937)
O (0.616, -3.413, 2.938)
O (-0.854, -1.348, 2.729)
O (-1.177, -3.440, 1.096)
C (1.415, -0.393, 0.581)
C (0.041, 0.143, -0.043)
C (0.244, 1.374, -0.973)
O (-0.953, 1.913, -1.528)
C (-2.008, 2.078, -0.575)
C (-1.659, 2.937, 0.695)
H (2.599, 1.185, 3.160)
H (4.284, 1.797, 3.308)
H (2.832, 2.938, 3.497)
H (2.233, 2.449, 1.101)
H (3.774, 3.375, 1.219)
H (5.020, 1.746, 0.266)
H (4.371, 0.486, 1.345)
H (3.215, -1.366, -1.889)
H (0.798, -2.275, -0.302)
H (-0.233, -0.655, 3.011)
H (-1.968, -3.511, 1.682)
H (1.487, 0.106, 1.577)
H (-0.604, 0.349, 0.845)
H (-0.485, -0.641, -0.634)
H (0.882, 1.068, -1.840)
H (0.806, 2.220, -0.493)
H (-2.462, 1.085, -0.311)
H (-2.832, 2.619, -1.113)
H (-0.589, 3.214, 0.801)
H (-2.012, 2.372, 1.595)
H (-2.230, 3.900, 0.701)
C (-4.937, -4.762, -1.667)
C (-6.263, -5.195, -1.031)
C (-6.152, -4.942, 0.476)
S (-4.997, -3.586, 0.671)
O (-3.821, -4.078, 1.351)
O (-5.706, -2.416, 1.122)
C (-4.612, -3.401, -1.062)
H (-5.007, -4.710, -2.754)
H (-4.154, -5.481, -1.413)
H (-7.078, -4.597, -1.446)
H (-6.487, -6.242, -1.238)
H (-7.110, -4.663, 0.911)
H (-5.746, -5.808, 0.999)
H (-3.568, -3.115, -1.181)
H (-5.263, -2.624, -1.465)
C (9.813, 1.815, -0.288)
C (10.329, 1.399, 1.093)
C (9.654, 2.305, 2.128)
S (8.080, 2.789, 1.419)
O (8.100, 4.210, 1.179)
O (7.012, 2.148, 2.147)
C (8.301, 1.949, -0.143)
H (10.078, 1.088, -1.056)
H (10.248, 2.778, -0.570)
H (10.058, 0.357, 1.284)
H (11.415, 1.471, 1.157)
H (9.480, 1.785, 3.068)
H (10.234, 3.210, 2.307)
H (7.841, 2.526, -0.942)
H (7.826, 0.970, -0.064)
C (-7.377, 0.837, -3.349)
C (-8.016, 1.597, -2.182)
C (-7.069, 1.478, -0.984)
S (-5.422, 1.287, -1.665)
O (-4.932, -0.026, -1.323)
O (-4.654, 2.482, -1.404)
C (-5.918, 1.278, -3.381)
H (-7.879, 1.049, -4.294)
H (-7.439, -0.239, -3.167)
H (-8.136, 2.649, -2.454)
H (-9.006, 1.207, -1.940)
H (-7.097, 2.368, -0.357)
H (-7.289, 0.595, -0.384)
H (-5.277, 0.605, -3.948)
H (-5.822, 2.296, -3.760)